Record 1
This record from the Open Molecules 2025 dataset describes a 11-piece molecular cluster, C24H73N11O11 overall in a non-equilibrium geometry. The level of theory is the ωB97M-V functional and the def2-TZVPD basis.

```
119
Properties=species:S:1:pos:R:3:forces:R:3
C -3.82811 1.10925 0.32390 -0.6 0.2 -0.4
O -4.33765 -2.59312 3.55344 0.0 -0.2 0.2
C 0.46475 -4.26327 -4.27726 0.0 -0.8 -0.2
H 3.84026 2.00498 6.40772 -0.2 -0.2 -0.2
H -3.42355 0.27995 0.89270 0.4 0.1 0.0
N -3.21827 -2.12468 1.61764 0.7 0.5 -0.1
H 6.44268 -0.74777 -3.58956 -0.1 0.4 -0.3
C -0.58442 -0.85176 -0.34322 0.6 0.6 -0.5
H -0.81467 -1.84502 0.04953 -0.1 0.4 0.7
C 3.05095 -0.98947 -2.06364 -0.6 0.6 1.2
H -0.94845 3.24699 -2.63729 0.1 -0.1 0.2
O -0.79162 0.25587 0.54743 -0.6 -1.0 0.0
H 4.32009 2.19474 1.92116 0.0 0.1 -0.3
H -1.31898 -7.17065 -1.07994 -0.1 0.0 0.1
N -5.99995 2.35746 0.17345 0.3 0.0 -0.9
C 3.68031 2.81788 5.68856 0.4 0.1 -0.1
H -2.60806 1.71810 -3.34289 0.2 0.0 -0.2
H -1.36810 0.33601 -2.00005 0.2 0.0 -0.1
C 2.28689 -2.79510 1.62227 -0.5 -1.2 0.9
H 4.40640 0.96192 4.03121 0.0 0.6 -0.1
O 1.36866 -3.05098 0.84729 0.2 0.5 -0.3
H -1.75501 -0.86472 3.03814 0.1 0.6 0.5
H -5.44978 3.19977 0.24403 0.0 0.1 0.1
H -2.68736 -0.93779 4.54295 0.2 0.2 0.0
N -2.51507 -1.21065 3.59641 -0.2 -0.8 -0.7
H 2.67507 2.77589 1.58895 0.1 0.1 0.2
H 3.30837 1.45349 0.65131 0.0 -0.1 0.1
C 3.31069 1.14287 4.08167 1.1 0.0 0.5
C 2.77286 0.91601 2.70263 -1.0 -1.0 -0.9
H -7.05095 -0.08643 0.68920 0.0 0.4 0.1
H -2.31910 3.15199 -1.17794 0.3 0.0 0.4
C -5.98604 -0.08127 0.45042 -0.2 -0.7 -0.5
H -5.35409 1.36829 1.84596 0.7 -0.4 0.1
C -2.84624 2.64233 5.37823 1.0 0.1 0.2
C -3.41111 -2.04891 2.98803 -0.3 0.2 -0.2
C -2.96630 3.50443 -4.58116 -0.7 -0.2 -0.9
C 7.03648 -0.11225 -2.92852 -0.3 -0.8 0.3
H 0.03731 -5.81861 -3.00836 0.0 -0.2 0.0
N 3.58069 -3.14064 1.35305 -0.2 0.6 -0.2
C -1.33012 -0.69757 -1.66517 0.1 -0.5 -0.1
H 6.89127 0.75760 -0.20093 -0.2 0.1 0.0
H -5.91970 -0.31819 -0.61822 0.1 0.1 0.0
H -2.37403 1.95394 2.24484 0.0 0.3 0.1
H -3.10491 3.81710 3.51438 0.6 0.1 0.3
H -3.81617 0.86175 -0.74416 0.2 -0.1 0.0
H 3.33386 -1.81874 -1.40472 0.3 -0.1 -0.3
H -3.12553 4.26183 -0.03816 0.1 -0.1 0.2
C -3.06018 2.79101 3.89728 -1.5 -1.1 -0.8
C -1.88286 -6.24056 -0.97711 0.3 0.0 -0.1
H -2.35116 -1.08879 -1.65441 0.0 0.1 0.3
C -5.27635 1.21554 0.75756 -1.2 0.7 1.1
O 0.13117 -5.00278 -0.52556 0.0 -0.2 -0.2
H -1.19308 -5.65924 0.97552 0.3 0.1 0.0
H 0.85078 -3.75555 -2.23316 -0.2 -0.4 -0.1
C -3.29681 2.10854 -4.08955 -0.5 0.1 0.3
O 0.44081 -3.83326 -5.42265 0.0 0.0 0.4
H 4.43422 1.15392 -1.03836 -0.3 -0.3 -0.1
H 1.08332 -2.17629 3.16361 0.0 0.2 -0.2
H -1.76304 -4.34261 -0.08506 0.1 0.0 0.3
H -2.88194 -6.45009 -0.59539 0.0 -0.1 0.0
H 3.13419 -0.07842 2.41603 0.1 0.0 0.1
H 5.16026 -0.43590 -0.77095 0.0 -0.2 -0.1
H 0.50134 -0.85818 -0.49033 -0.1 -0.3 -0.5
H 6.00438 1.73006 -2.77337 -0.4 -0.1 0.0
H 0.14102 3.72577 -3.80640 0.5 -0.3 -0.1
C 0.83715 2.36844 -2.32033 0.1 -0.8 -0.2
H 2.77197 -2.02812 3.47708 -0.1 0.0 0.1
H -2.73772 1.58693 5.63629 -0.3 0.0 -0.1
H -2.42926 -1.61198 1.25827 0.0 -0.1 -0.2
H 3.01340 0.41468 4.85250 -0.6 -0.1 -0.4
H -3.86361 3.88758 -5.08081 0.0 0.1 0.1
H -1.89297 3.07827 5.69710 -0.2 0.2 -0.1
H -4.07446 2.40166 3.67724 0.0 0.2 0.2
H -3.50601 -2.89963 1.05047 -0.3 -0.2 0.4
H 2.12976 2.34369 -3.88853 0.0 0.0 0.0
H -0.05554 -6.18867 -4.71867 -0.1 0.0 0.0
O 0.52385 1.85902 -1.24572 0.3 0.3 -0.1
H 2.39620 -1.32927 -2.85187 0.3 -0.1 -0.4
N 2.03124 -2.34405 2.87957 0.5 0.0 -0.2
H 7.96144 1.34218 -1.19275 -0.1 0.4 -0.2
O 2.99701 2.43901 4.51904 -0.2 -0.1 0.1
O -1.93087 3.40705 -5.56175 0.5 0.1 0.3
H -4.29587 2.09727 -3.64161 0.1 0.1 0.1
H 3.74668 -3.65962 0.51114 0.1 0.1 0.0
N 1.31058 0.80188 2.70162 0.0 0.2 0.4
C -1.17323 -5.27186 -0.04754 -0.7 0.4 -0.5
O 4.13114 -0.24440 -2.56681 -0.1 -0.3 -0.3
C 6.19915 0.87221 -2.12671 1.0 0.1 0.4
N -0.05596 3.07476 -3.06546 -0.5 0.5 0.2
H 2.60836 1.36293 -2.61669 0.0 0.1 0.2
N 2.06286 2.16160 -2.90008 -0.1 0.4 -0.3
H 7.51248 -0.84386 -2.26485 0.2 0.3 0.1
H 3.11017 3.59396 6.19354 0.0 0.1 -0.1
H -2.73270 4.22192 -3.78613 0.2 -0.1 0.1
H -1.99444 -5.80796 -1.97380 0.0 0.0 0.0
H 0.89046 1.72351 2.64266 -0.1 0.0 0.2
N 6.97058 1.41751 -0.97444 0.1 -0.4 0.0
H -4.00411 3.16201 -1.10156 -0.3 -0.2 0.4
H -0.42530 0.98975 0.02346 -0.1 0.2 0.3
C 4.92336 0.30841 -1.54590 0.2 0.6 0.0
C 3.30541 1.88745 1.65107 0.2 0.4 0.3
H 4.32705 -2.97565 2.00074 0.0 -0.1 0.0
N 0.22038 -5.58441 -3.96921 0.2 0.6 0.2
H 0.91348 0.27956 1.92829 0.3 0.1 -0.1
H -6.87317 2.55954 0.64053 0.0 -0.3 0.1
H 0.50237 -4.23788 -0.05069 0.1 -0.3 0.2
H 4.67196 3.19710 5.40817 0.0 0.1 0.2
H -3.35857 1.43964 -4.94575 0.2 -0.1 0.0
H 7.79601 0.43773 -3.47958 0.1 -0.2 -0.1
H 2.43860 -0.34243 -1.41271 -0.1 0.0 -0.1
C -3.13353 3.24999 -0.44287 0.2 0.3 -1.5
H -3.65628 3.07534 5.96052 0.0 0.1 0.0
H -5.55900 -0.91998 1.00405 0.2 0.1 0.0
H -2.06046 4.04899 -6.26334 -0.1 0.1 0.1
N 0.78242 -3.48836 -3.20047 0.1 0.8 -0.3
O -2.16395 1.95038 3.19035 0.6 0.2 0.3
H -0.80487 -1.32198 -2.39425 -0.1 0.2 -0.2
H 1.01317 -2.54942 -3.46116 -0.1 0.1 0.1
O -3.04708 2.28154 0.55533 -0.5 -0.3 0.4
```
Positions in Å, forces in eV/Å.

As for the charge: 0. As for the SMILES: COC[C@H](C)N.COC[C@H](C)N.COC[C@H](C)N.NC(N)=O.NC(N)=O.NC(N)=O.NC(N)=O.CCO.CCO.CCO.CCO. The value obtained for the relative energy (zero: lowest compared OMol25 entry of this formula, charge and spin) is 45.3 kJ/mol.

These are the Löwdin partial charges, in e, on atoms 1 to 2: C -0.18; O 0.03

Record 2
This record from the Open Molecules 2025 dataset describes C24H73N12O5P4Y as an isolated structure in a non-equilibrium geometry. The level of theory is the ωB97M-V functional and the def2-TZVPD basis.

```
119
Properties=species:S:1:pos:R:3:forces:R:3
H -20.60563 -4.30667 3.34997 0.1 0.0 -0.2
H -24.07231 -9.61006 2.21018 0.0 0.0 0.0
H -23.50266 -8.17239 5.96577 0.1 0.1 0.1
H -21.02775 -5.21545 0.55845 0.2 0.1 0.0
H -13.04626 -5.13466 0.12988 0.0 0.0 -0.2
H -18.15021 -3.83758 -3.30403 -0.1 0.4 0.7
H -17.30996 -6.13948 0.99335 0.2 -0.3 0.0
H -23.21429 -5.40016 3.71016 0.2 0.0 0.1
C -23.50045 -6.21799 4.36356 -0.4 -0.1 0.0
C -13.84999 -5.32596 -2.57707 0.2 -0.2 0.2
H -22.74555 -12.50822 2.88303 0.0 0.1 -0.1
N -21.03867 -12.34680 0.60823 -0.6 0.9 0.1
H -16.87466 -6.23031 -4.07038 -0.4 0.1 -0.2
P -15.50678 -3.83687 -1.05887 -0.2 -0.5 -1.0
H -24.50110 -6.53422 4.04994 0.0 0.0 0.2
C -20.60040 -6.05151 1.10744 0.3 -0.3 -0.4
H -14.59746 -5.21932 -3.36000 0.0 0.0 -0.1
P -21.72062 -7.60122 2.91947 -0.9 0.5 -0.2
C -22.86532 -8.47694 5.14046 -0.1 -0.4 -0.2
C -19.97992 -13.97286 4.04193 0.3 0.4 0.6
H -20.74545 -6.96907 0.53591 -0.4 0.1 0.1
C -12.96897 -4.27916 -0.56414 -0.1 -0.2 0.3
H -17.84455 -7.92741 0.65124 -0.1 -0.1 0.0
C -20.44558 -5.37442 3.47264 0.0 -0.3 0.3
H -20.06576 -15.05161 3.95079 0.0 0.0 -0.1
H -15.87696 -1.38280 -2.88996 -0.1 0.0 -0.1
N -18.77194 -6.84236 -4.82064 0.4 0.2 0.1
N -16.25812 -3.41912 -2.45973 -0.5 -0.3 -0.1
H -14.58869 -2.48259 -3.35852 0.0 -0.2 0.1
O -20.66242 -8.66745 3.17269 1.9 -1.0 0.6
C -17.69828 -5.86635 -4.71511 0.9 -0.6 0.1
H -13.08107 -3.38429 0.04169 0.3 0.1 -0.1
C -16.55445 -5.36725 0.83389 -0.8 0.5 0.1
H -21.73087 -14.10265 -0.37158 0.0 0.0 0.0
H -18.26015 -15.69584 1.39390 -0.1 -0.1 0.2
P -19.93372 -12.57938 1.77634 -0.3 -0.9 -0.4
H -19.50809 -5.98508 1.14435 -0.1 0.5 0.2
H -17.56457 -7.98193 -6.08060 0.1 -0.1 0.0
H -20.89908 -8.68669 -1.00463 0.0 0.2 0.2
H -23.22184 -6.08466 1.15217 -0.1 0.0 0.1
H -22.13400 -12.76256 4.51355 -0.1 -0.2 -0.1
H -22.77812 -8.79473 -5.07195 0.0 0.2 -0.2
H -18.20760 -13.48673 -0.66037 0.1 0.3 -0.1
H -17.03936 -4.48059 1.26355 0.4 0.1 0.1
C -19.16400 -15.11807 1.22012 -0.3 0.4 -0.6
H -18.93624 -8.86572 -5.36527 0.2 -0.1 -0.1
H -21.20880 -9.25504 -4.50122 0.2 0.0 -0.2
N -20.75049 -13.24578 3.02288 0.0 0.2 0.3
H -12.85034 -5.25125 -3.00975 -0.1 0.1 -0.1
O -15.44256 -2.86667 0.02506 0.1 0.5 1.1
H -17.20375 -5.74145 -5.68016 -0.4 0.3 -0.2
N -21.41898 -7.20692 -4.80011 0.0 0.4 -0.2
N -21.18488 -6.14854 2.45529 1.2 0.4 0.1
C -21.19661 -8.16469 -1.91324 0.0 0.2 -0.3
H -12.00147 -4.34357 -1.05906 0.1 0.2 0.1
C -23.17303 -9.43147 1.61293 0.4 -0.1 -0.1
H -19.96564 -15.38020 1.89832 0.1 -0.2 0.1
H -17.97611 -5.80394 -1.84665 0.0 -0.1 -0.1
H -22.98314 -5.88224 -5.31381 0.1 0.0 0.0
O -18.27925 -8.67635 1.07948 0.3 -0.6 2.8
H -19.21568 -7.72149 -6.67246 0.1 -0.1 -0.1
H -21.65376 -7.20166 -1.67514 0.0 0.0 0.2
H -20.32629 -13.68623 5.03546 -0.2 -0.1 -0.1
H -18.01577 -2.27280 -2.50143 0.0 0.0 0.0
H -21.96737 -8.95433 5.53435 0.0 0.2 0.1
C -17.85230 -13.26502 0.34986 0.5 -0.3 0.2
H -16.07290 -2.45890 -4.30044 -0.1 0.1 0.0
C -21.86334 -12.42686 3.51471 -0.1 0.1 0.5
H -17.57592 -12.22200 0.48793 -0.3 0.1 -0.2
H -16.33967 -6.35395 -2.33310 -0.2 0.1 0.0
C -15.67110 -2.38185 -3.28871 0.4 0.2 -0.3
H -18.48900 -8.61729 -1.57335 0.3 -0.4 0.0
H -23.53443 -5.86702 5.39360 -0.1 0.1 0.0
C -23.58340 -7.10173 1.05008 -0.4 0.2 -0.3
H -18.05532 -4.92961 -4.30026 0.0 -0.4 -0.6
N -18.84263 -13.69302 1.33522 0.9 -0.1 0.4
C -18.91182 -8.82475 -2.55970 0.4 0.1 0.4
P -20.12201 -6.73637 -3.89690 0.1 -0.2 0.1
C -17.71999 -3.32667 -2.44124 -0.1 0.9 0.0
H -17.10904 -7.10140 -0.98545 0.0 0.1 0.0
H -15.63483 -5.58111 1.38409 -0.1 -0.1 0.1
C -16.99562 -6.13477 -1.49182 0.5 -0.3 0.3
H -21.97974 -8.75824 -2.40942 0.2 -0.1 0.0
H -23.41005 -9.26028 4.59202 -0.1 0.2 0.0
H -19.16107 -9.89327 -2.59983 -0.2 0.1 -0.1
H -16.92459 -13.81941 0.51585 -0.1 -0.1 -0.1
O -20.25894 -5.38853 -3.32425 -0.2 0.3 0.2
H -22.15514 -6.57942 -6.67762 0.3 0.1 -0.1
H -20.25091 -10.53317 -0.12336 0.2 0.0 -0.2
H -18.92560 -13.68518 4.02677 0.0 -0.2 -0.2
N -14.00913 -4.28433 -1.57790 0.4 0.0 -0.2
C -18.60724 -7.91282 -5.78309 -0.4 0.1 -0.2
H -22.93945 -12.84570 -0.08649 0.0 0.0 0.0
H -21.37714 -5.28415 -5.69892 0.1 0.0 -0.1
H -21.58529 -11.36842 3.62367 -0.1 -0.1 -0.1
O -19.19548 -11.28257 2.09796 0.7 1.4 1.0
Y -18.45638 -9.38797 3.07829 -3.0 0.0 -4.5
H -20.61047 -11.82630 -1.37491 0.4 0.3 0.0
N -16.35117 -5.20180 -0.58927 -0.2 -0.1 0.3
C -21.99144 -6.17970 -5.67387 -0.8 -0.1 0.1
H -24.60176 -7.18188 1.44223 0.0 0.1 0.0
H -22.39045 -13.85475 1.25288 0.1 0.0 0.0
C -21.71124 -8.56851 -5.18458 -0.2 -0.2 0.5
N -22.54736 -7.32135 4.29643 0.5 -0.4 0.7
H -23.61652 -7.31886 -0.02079 0.0 -0.1 0.0
H -22.36796 -10.10041 1.91903 -0.2 -0.1 0.1
H -21.41163 -8.76567 -6.21607 0.0 -0.1 0.0
H -19.52010 -15.32439 0.20355 0.1 -0.1 0.0
H -23.39743 -9.65616 0.57004 -0.1 0.0 0.0
C -22.07404 -13.35114 0.34505 0.1 0.0 -0.2
C -20.91272 -11.32844 -0.45005 -0.4 -0.8 0.3
N -22.70974 -8.05211 1.71160 0.2 -0.7 -0.5
H -13.91731 -6.33657 -2.13931 -0.1 0.1 0.0
H -20.77236 -5.65690 4.47387 -0.2 0.1 -0.1
H -19.37011 -5.60623 3.45032 -0.1 0.2 -0.3
H -21.91047 -10.93237 -0.63845 0.0 0.2 0.0
H -18.14653 -3.67536 -1.50381 0.0 -0.3 -0.1
H -18.15262 -8.61963 -3.30916 0.1 0.0 0.1
N -20.02088 -7.93408 -2.73762 -0.6 -0.3 -0.4
```
Positions in Å, forces in eV/Å.

As for the charge: +2. The value obtained for the relative energy (zero: lowest compared OMol25 entry of this formula, charge and spin) is 0.0 kJ/mol.

These are the Löwdin partial charges, in e, on atoms 1 to 2: H 0.10; H 0.10

Question: Which of these has the lowest relative energy (zero: lowest compared OMol25 entry of this formula, charge and spin)?
Answer: C24H73N12O5P4Y

Question: Look up the charge of the second one.
Answer: +2

Question: charge of number 2 (C24H73N12O5P4Y)?
Answer: +2